C14H27B2F9O8Zr as an isolated structure in a non-equilibrium geometry, computed with ωB97M-V with the def2-TZVPD basis set.

Geometry (Å):
Zr -1.391 -4.261 -8.704
B -0.838 -5.889 -10.169
H -0.774 -6.764 -10.910
H -0.799 -4.871 -10.646
H -1.787 -6.003 -9.572
H -0.049 -5.837 -9.364
B -0.758 -5.571 -6.804
H -0.083 -5.059 -7.544
H -1.797 -5.689 -7.240
H -0.304 -6.591 -6.515
H -0.809 -4.950 -5.831
O -1.080 -2.421 -7.561
C -2.250 -2.126 -6.795
C -3.566 -2.637 -7.455
O -3.413 -3.913 -8.042
H -2.352 -1.075 -6.499
H -2.253 -2.603 -5.804
H -3.810 -2.009 -8.328
H -4.471 -2.636 -6.840
C -7.474 -4.517 -9.961
C -5.953 -4.553 -10.109
O -5.519 -5.320 -11.236
C -4.243 -5.322 -11.501
O -3.428 -4.681 -10.921
C -3.892 -6.236 -12.689
F -4.920 -6.997 -13.047
F -3.513 -5.506 -13.744
F -2.869 -7.014 -12.343
H -7.709 -3.673 -9.322
H -7.752 -5.499 -9.589
H -7.892 -4.328 -10.950
H -5.519 -4.871 -9.157
H -5.488 -3.568 -10.225
C 3.045 -5.585 -10.060
C 2.735 -4.426 -10.982
O 2.770 -3.171 -10.260
C 1.784 -2.818 -9.500
O 0.801 -3.485 -9.315
C 1.954 -1.402 -8.921
F 1.015 -0.650 -9.534
F 1.720 -1.329 -7.632
F 3.143 -0.899 -9.189
H 3.964 -5.483 -9.490
H 3.122 -6.464 -10.710
H 2.234 -5.873 -9.390
H 1.825 -4.530 -11.569
H 3.554 -4.301 -11.688
C -2.465 0.555 -9.735
C -3.212 -0.438 -10.620
O -2.368 -1.004 -11.619
C -1.629 -2.039 -11.385
O -1.674 -2.692 -10.380
C -0.745 -2.439 -12.584
F -1.128 -3.628 -13.024
F -0.892 -1.564 -13.581
F 0.537 -2.463 -12.241
H -1.578 0.079 -9.315
H -3.098 1.005 -8.977
H -2.068 1.352 -10.371
H -4.108 -0.070 -11.112
H -3.540 -1.274 -9.994

## Properties
- Energy relative to the best compared isomer or geometry (same formula, charge and spin): 0.0 kcal/mol
- E_tot: -58426.1865 eV
- Frontier orbital gap: 0.316 hartree
- Charge: 0
- Lowest unoccupied orbital energy: -0.02 eV
- Spin multiplicity: 1
- Highest occupied orbital energy: -8.61 eV

=====

A 11-piece molecular cluster, C56H121F6N6O16S2 overall in a non-equilibrium geometry, computed with ωB97M-V with the def2-TZVPD basis set.

Geometry (Å):
C 0.381 -6.441 -5.844
O 0.217 -7.454 -4.843
C 0.270 -7.007 -3.522
C 0.139 -8.196 -2.683
N -1.162 -8.956 -2.704
H -1.224 -9.759 -2.095
H -1.948 -8.444 -2.329
C -1.701 -9.381 -4.071
C -2.403 -10.785 -3.944
O -1.515 -11.674 -3.212
C -2.071 -13.011 -3.058
H 1.291 -5.892 -5.603
H -0.501 -5.809 -5.954
H 0.394 -6.842 -6.857
H -0.437 -6.215 -3.275
H 1.254 -6.540 -3.486
H 0.429 -8.084 -1.639
H 0.783 -8.927 -3.172
H -0.811 -9.548 -4.678
H -2.276 -8.603 -4.573
H -2.692 -11.111 -4.943
H -3.284 -10.554 -3.346
H -2.543 -13.344 -3.982
H -2.925 -13.177 -2.401
H -1.279 -13.728 -2.845
C -0.342 2.385 0.780
O -1.398 1.726 1.435
C -1.331 1.724 2.878
C -2.273 0.617 3.338
N -1.845 -0.694 2.661
H -1.187 -0.500 1.919
H -1.193 -1.231 3.214
C -2.909 -1.735 2.257
C -3.743 -2.350 3.401
O -4.248 -1.361 4.342
C -4.519 -1.724 5.596
H -0.590 2.429 -0.280
H 0.601 1.852 0.904
H -0.183 3.278 1.384
H -1.699 2.721 3.120
H -0.332 1.587 3.292
H -3.334 0.695 3.100
H -2.372 0.648 4.423
H -2.259 -2.512 1.856
H -3.593 -1.484 1.447
H -2.984 -2.978 3.867
H -4.625 -2.903 3.078
H -3.661 -2.149 6.117
H -5.425 -2.330 5.567
H -4.673 -0.747 6.054
C 4.049 0.564 -7.755
C 5.412 0.277 -8.315
C 5.571 0.917 -9.720
N 6.605 0.187 -10.667
C 6.703 1.106 -11.920
C 7.508 0.431 -13.094
C 7.136 -1.053 -13.461
C 6.838 -1.889 -12.203
C 6.058 -1.265 -11.110
C 8.018 -0.004 -9.908
H 3.898 1.602 -7.458
H 3.769 -0.137 -6.968
H 3.330 0.358 -8.548
H 5.518 -0.808 -8.328
H 6.164 0.859 -7.782
H 6.005 1.916 -9.690
H 4.614 1.020 -10.231
H 5.785 1.637 -12.173
H 7.405 1.885 -11.621
H 7.592 0.996 -14.022
H 8.514 0.277 -12.702
H 6.374 -1.093 -14.239
H 7.894 -1.607 -14.015
H 6.391 -2.842 -12.487
H 7.709 -2.364 -11.751
H 5.033 -1.086 -11.433
H 5.949 -1.837 -10.189
H 8.531 0.957 -9.905
H 8.538 -0.706 -10.560
H 7.955 -0.409 -8.897
C 6.410 10.234 8.367
C 5.963 9.538 7.103
C 5.656 10.577 5.968
N 6.105 10.116 4.484
C 5.465 11.166 3.538
C 5.654 10.666 2.093
C 5.063 9.296 1.846
C 5.541 8.298 2.810
C 5.461 8.729 4.283
C 7.597 9.942 4.442
H 5.713 11.046 8.576
H 7.411 10.563 8.088
H 6.531 9.587 9.235
H 5.133 8.840 7.212
H 6.825 8.902 6.901
H 6.178 11.532 6.026
H 4.636 10.959 6.014
H 4.440 11.235 3.903
H 5.909 12.143 3.728
H 5.304 11.464 1.439
H 6.732 10.652 1.935
H 3.981 9.363 1.737
H 5.292 8.851 0.878
H 4.849 7.482 2.600
H 6.549 8.007 2.515
H 4.443 9.007 4.555
H 5.967 8.043 4.962
H 7.936 10.977 4.476
H 7.914 9.637 3.445
H 8.115 9.356 5.201
C -0.301 -5.639 9.308
C 0.696 -4.344 9.311
C 1.100 -3.901 10.733
N 2.230 -2.804 10.780
C 1.574 -1.514 10.230
C 0.482 -0.974 11.096
C 0.916 -0.609 12.578
C 1.506 -1.875 13.174
C 2.561 -2.628 12.326
C 3.578 -3.258 10.161
H -0.381 -5.863 8.244
H -1.268 -5.443 9.772
H 0.209 -6.412 9.882
H 0.060 -3.599 8.833
H 1.456 -4.466 8.539
H 1.507 -4.757 11.270
H 0.320 -3.556 11.413
H 1.294 -1.623 9.182
H 2.329 -0.729 10.185
H -0.350 -1.677 11.135
H 0.180 -0.009 10.689
H 0.119 -0.205 13.201
H 1.709 0.133 12.479
H 0.652 -2.497 13.444
H 1.961 -1.760 14.158
H 2.752 -3.638 12.688
H 3.523 -2.138 12.481
H 3.800 -4.177 10.704
H 4.338 -2.505 10.371
H 3.470 -3.337 9.079
C -4.551 3.460 -7.840
C -5.603 2.360 -7.908
C -5.548 1.700 -9.237
N -6.520 0.495 -9.431
C -6.232 -0.223 -10.787
C -7.030 -1.591 -11.037
C -6.854 -2.501 -9.861
C -7.196 -1.898 -8.551
C -6.482 -0.535 -8.233
C -7.980 1.041 -9.569
H -4.937 4.371 -8.297
H -3.590 3.342 -8.340
H -4.247 3.609 -6.803
H -6.566 2.870 -7.913
H -5.438 1.759 -7.014
H -4.603 1.193 -9.434
H -5.947 2.479 -9.887
H -5.172 -0.474 -10.747
H -6.371 0.511 -11.581
H -6.568 -1.951 -11.957
H -8.061 -1.413 -11.343
H -5.837 -2.893 -9.845
H -7.445 -3.414 -9.941
H -6.723 -2.537 -7.805
H -8.239 -1.642 -8.365
H -5.429 -0.742 -8.041
H -6.863 -0.001 -7.362
H -8.084 1.587 -8.631
H -8.805 0.338 -9.684
H -7.928 1.735 -10.409
C 5.429 -3.993 2.925
C 4.112 -3.298 2.806
O 3.585 -3.220 1.668
O 3.552 -2.894 3.862
H 6.165 -3.884 2.129
H 5.069 -5.021 2.968
H 5.832 -3.695 3.893
C -8.109 -5.813 -1.096
C -6.685 -6.107 -1.136
O -5.909 -5.553 -1.971
O -6.366 -7.082 -0.434
H -8.657 -6.380 -1.849
H -8.320 -4.745 -1.146
H -8.656 -6.061 -0.187
C -5.042 -0.367 13.784
C -4.569 -1.587 14.565
O -4.274 -2.567 13.933
O -4.433 -1.537 15.762
H -6.102 -0.112 13.799
H -4.659 -0.429 12.765
H -4.548 0.431 14.338
C -8.884 1.041 -0.211
F -9.799 0.118 0.338
F -8.421 1.825 0.783
F -7.843 0.462 -0.840
S -9.963 2.087 -1.444
O -9.135 3.225 -1.884
O -10.356 1.163 -2.476
O -11.071 2.519 -0.595
C -1.145 8.907 6.359
F -0.024 8.152 6.462
F -2.102 8.071 6.209
F -1.161 9.656 7.500
S -1.187 10.256 4.916
O -2.546 10.767 4.866
O -0.299 11.282 5.386
O -0.556 9.578 3.755

## Properties
- E_tot: -139682.6261 eV
- Frontier orbital gap: 0.089 hartree
- Charge: +1
- Lowest unoccupied orbital energy: -2.98 eV
- Spin multiplicity: 1
- Highest occupied orbital energy: -5.41 eV

=====

A 7-piece molecular cluster, C28H77N7O7 overall in a non-equilibrium geometry, computed with ωB97M-V with the def2-TZVPD basis set.

Geometry (Å):
C -2.008 -0.444 8.129
O -3.109 -0.978 7.323
C -3.278 -0.216 6.080
C -4.444 -0.849 5.195
C -4.952 -0.139 3.951
N -5.549 -0.999 6.055
H -1.917 -1.019 9.050
H -2.141 0.606 8.389
H -1.165 -0.552 7.447
H -3.512 0.827 6.291
H -2.352 -0.222 5.505
H -4.035 -1.832 4.960
H -5.687 -0.786 3.472
H -4.326 0.129 3.100
H -5.335 0.840 4.239
H -4.994 -1.238 6.864
H -5.786 -0.051 6.313
C 7.577 -1.493 -0.229
O 6.582 -2.058 -1.111
C 7.188 -2.631 -2.306
C 6.080 -3.363 -3.142
C 6.513 -3.898 -4.486
N 4.981 -2.442 -3.416
H 8.150 -0.669 -0.655
H 8.356 -2.233 -0.045
H 7.194 -1.232 0.758
H 7.724 -1.833 -2.819
H 7.839 -3.411 -1.912
H 5.675 -4.155 -2.512
H 7.143 -4.737 -4.188
H 6.989 -3.090 -5.041
H 5.654 -4.276 -5.040
H 4.655 -2.091 -2.527
H 4.285 -3.009 -3.880
C -2.849 -0.062 -6.095
O -2.815 -0.533 -7.400
C -1.594 -0.227 -8.002
C -1.493 -1.016 -9.308
C -1.382 -2.542 -9.093
N -0.342 -0.518 -10.126
H -2.211 -0.679 -5.463
H -3.882 -0.282 -5.823
H -2.776 1.025 -6.088
H -1.508 0.827 -8.268
H -0.757 -0.580 -7.399
H -2.436 -0.814 -9.816
H -0.886 -2.841 -10.016
H -2.302 -3.123 -9.041
H -0.684 -2.782 -8.291
H -0.324 -1.121 -10.936
H -0.672 0.324 -10.575
C -8.787 3.082 -2.310
O -9.295 2.170 -3.322
C -10.660 1.682 -3.011
C -10.649 0.596 -1.838
C -10.066 -0.743 -2.259
N -12.017 0.421 -1.276
H -7.729 3.290 -2.471
H -8.851 2.737 -1.278
H -9.253 4.056 -2.457
H -11.200 2.583 -2.720
H -11.087 1.331 -3.951
H -10.047 0.910 -0.985
H -10.010 -1.410 -1.399
H -9.050 -0.695 -2.651
H -10.708 -1.140 -3.045
H -12.354 1.328 -0.987
H -12.692 0.052 -1.930
C 6.038 6.180 2.824
O 6.386 5.765 1.524
C 7.406 6.581 0.943
C 7.846 6.052 -0.370
C 8.910 7.085 -0.983
N 6.790 6.051 -1.377
H 5.529 5.313 3.243
H 5.383 7.050 2.866
H 6.840 6.376 3.536
H 6.962 7.573 0.875
H 8.274 6.588 1.603
H 8.212 5.026 -0.321
H 9.501 6.614 -1.768
H 9.700 7.275 -0.257
H 8.438 7.962 -1.427
H 7.198 5.880 -2.285
H 6.254 5.225 -1.153
C -1.745 4.367 0.830
O -1.021 3.264 0.309
C 0.339 3.532 0.346
C 1.089 2.210 -0.188
C 1.132 1.085 0.831
N 2.493 2.472 -0.338
H -1.867 5.024 -0.031
H -1.187 4.943 1.569
H -2.706 4.086 1.261
H 0.619 4.373 -0.289
H 0.685 3.728 1.361
H 0.655 1.834 -1.115
H 0.153 0.741 1.164
H 1.645 1.291 1.771
H 1.573 0.214 0.347
H 2.848 3.126 0.345
H 2.980 1.603 -0.167
C 3.586 -4.987 5.459
O 2.811 -5.961 6.140
C 1.393 -5.787 6.048
C 0.524 -6.879 6.722
C 0.670 -8.151 6.034
N -0.862 -6.528 6.693
H 3.430 -4.003 5.901
H 3.284 -5.031 4.412
H 4.646 -5.212 5.570
H 1.067 -4.899 6.589
H 1.041 -5.688 5.021
H 0.780 -6.934 7.780
H 0.261 -8.143 5.024
H 0.130 -8.914 6.594
H 1.714 -8.464 6.048
H -1.451 -7.087 7.294
H -1.006 -5.580 7.010

## Properties
- Energy relative to the best compared isomer or geometry (same formula, charge and spin): 106.5 kcal/mol
- E_tot: -55040.5170 eV
- Frontier orbital gap: 0.341 hartree
- Charge: 0
- Lowest unoccupied orbital energy: 0.41 eV
- Spin multiplicity: 1
- Highest occupied orbital energy: -8.87 eV

=====

A single C4H7NO molecule in a non-equilibrium geometry, computed with ωB97M-V with the def2-TZVPD basis set.

Geometry (Å):
C -0.789 1.440 0.151
C -0.589 0.161 -0.144
N -1.408 -0.921 0.307
C 0.700 -0.471 -0.557
C 1.920 -0.062 0.182
O 3.047 -0.309 -0.159
H -1.718 1.790 0.568
H -0.040 2.173 -0.095
H -1.711 -1.580 -0.400
H -2.220 -0.631 0.838
H 0.244 -1.561 -0.229
H 0.858 -0.425 -1.634
H 1.707 0.397 1.171

## Properties
- Energy relative to the best compared isomer or geometry (same formula, charge and spin): 55.0 kcal/mol
- E_tot: -7797.2597 eV
- Frontier orbital gap: 0.369 hartree
- Charge: 0
- Lowest unoccupied orbital energy: 0.89 eV
- Spin multiplicity: 1
- Highest occupied orbital energy: -9.15 eV

=====

C5H17CuIN2 as an isolated structure in a non-equilibrium geometry, computed with ωB97M-V with the def2-TZVPD basis set.

Geometry (Å):
C 2.308 0.534 -2.113
C 1.007 -2.719 -0.225
H 1.603 0.433 -2.939
H 3.217 -0.126 -2.027
H 2.758 1.525 -2.302
H 0.129 -2.909 0.400
H 0.772 -3.312 -1.123
H 1.887 -3.175 0.241
Cu 1.574 -1.054 -1.016
C 1.208 -0.970 1.050
H 0.760 -1.704 1.756
H 0.587 -0.064 1.166
H 2.234 -0.794 1.381
I 1.614 1.885 -0.439
N -1.371 -0.231 -0.374
C -2.058 1.036 -0.364
C -2.299 1.539 1.053
N -1.071 1.532 1.856
H -1.408 -0.734 -1.249
H -1.634 -0.850 0.395
H -1.415 1.742 -0.906
H -3.021 0.943 -0.884
H -2.769 2.535 0.980
H -2.995 0.850 1.548
H -0.369 2.110 1.383
H -1.246 1.978 2.752

## Properties
- Energy relative to the best compared isomer or geometry (same formula, charge and spin): 67.2 kcal/mol
- ⟨S²⟩: 0.7670
- E_tot: -61175.0010 eV
- Frontier orbital gap (spin up / spin down): 0.156 / 0.308 hartree
- Charge: 0
- Lowest unoccupied orbital energy (spin up / spin down): -0.66 / 0.03 eV
- Spin multiplicity: 2
- Highest occupied orbital energy (spin up / spin down): -4.89 / -8.34 eV

=====

C12H13LiN4O2S as an isolated structure, computed with ωB97M-V with the def2-TZVPD basis set.

Geometry (Å):
Li -0.468 -0.157 0.405
O 3.259 -2.079 6.496
C 1.958 -2.489 6.075
N 1.017 -1.468 6.382
C 0.557 -0.498 5.531
O -0.342 0.252 5.835
C 1.235 -0.366 4.193
C 2.600 -0.186 4.057
C 3.123 0.053 2.794
C 2.256 0.074 1.721
N 0.938 -0.125 1.839
C 0.434 -0.326 3.061
H 3.845 -2.842 6.453
H 1.671 -3.406 6.592
H 1.939 -2.680 5.000
H 0.597 -1.442 7.299
H 3.244 -0.236 4.926
H 4.180 0.216 2.644
H 2.634 0.248 0.720
H -0.639 -0.478 3.112
C -6.752 -0.947 -1.581
C -6.038 -1.339 -0.320
C -6.683 -1.937 0.750
C -5.893 -2.243 1.843
N -4.594 -1.994 1.904
C -4.058 -1.412 0.822
S -2.341 -1.051 0.847
N -4.734 -1.078 -0.285
H -7.815 -1.185 -1.543
H -6.304 -1.460 -2.432
H -6.634 0.123 -1.753
H -7.742 -2.152 0.731
H -6.336 -2.714 2.716

## Properties
- Energy relative to the best compared isomer or geometry (same formula, charge and spin): 25.6 kcal/mol
- E_tot: -33751.8142 eV
- Frontier orbital gap: 0.263 hartree
- Charge: 0
- Lowest unoccupied orbital energy: -0.06 eV
- Spin multiplicity: 1
- Highest occupied orbital energy: -7.21 eV

=====

A single C4H7NO molecule in a non-equilibrium geometry, computed with ωB97M-V with the def2-TZVPD basis set.

Geometry (Å):
C 1.189 0.635 0.371
C 0.304 -0.238 -0.823
C -0.356 -1.229 0.090
N -1.167 -0.251 0.865
C -1.423 0.659 0.017
O -0.795 0.609 -1.187
H 1.262 1.667 0.028
H 0.801 0.755 1.422
H 2.157 0.165 0.532
H 0.690 -0.615 -1.804
H -1.087 -1.938 -0.318
H 0.418 -1.782 0.629
H -1.994 1.562 0.177

## Properties
- Energy relative to the best compared isomer or geometry (same formula, charge and spin): 59.5 kcal/mol
- E_tot: -7797.0622 eV
- Frontier orbital gap: 0.396 hartree
- Charge: 0
- Lowest unoccupied orbital energy: 1.04 eV
- Spin multiplicity: 1
- Highest occupied orbital energy: -9.74 eV